(1)
9
Properties=species:S:1:pos:R:3:nbo_charge:R:1 method="wB97M-V/def2-TZVPD" molar_mass_g_mol=103.05 total_charge=0 smiles=Oc1cnoc1F
C -0.213 -0.035 -0.440 0.062
C 0.587 1.046 -0.322 -0.057
C 0.157 -0.757 0.665 0.633
H -1.816 -0.921 -0.974 0.481
H 0.549 1.977 -0.785 0.232
N 1.380 1.065 0.727 -0.096
O -1.310 -0.253 -1.338 -0.648
O 1.134 -0.218 1.420 -0.307
F -0.468 -1.905 1.045 -0.299

(2)
9
Properties=species:S:1:pos:R:3:nbo_charge:R:1 method="wB97M-V/def2-TZVPD" molar_mass_g_mol=103.05 total_charge=0
C 0.577 -0.292 -0.089 0.392
C -0.601 1.382 -0.090 0.312
C -0.704 -0.671 0.181 0.374
H 1.789 -1.777 -0.287 0.491
H -0.651 2.518 0.261 0.195
N -1.550 0.415 0.082 -0.453
O 1.836 -0.884 0.113 -0.659
O 0.646 1.050 -0.081 -0.373
F -1.341 -1.742 -0.089 -0.280

(3)
9
Properties=species:S:1:pos:R:3:nbo_charge:R:1 method="wB97M-V/def2-TZVPD" molar_mass_g_mol=103.05 total_charge=0
C -0.489 -0.385 -0.364 0.371
C 0.867 -0.669 -0.525 -0.048
C 0.515 0.794 0.947 0.834
H -2.381 -0.175 -0.519 0.507
H 1.290 -1.466 -1.069 0.217
N -0.630 0.622 0.644 -0.516
O -1.633 -0.780 -0.988 -0.656
O 1.585 0.133 0.311 -0.414
F 0.875 1.927 1.563 -0.295

Least stable: (1)

(1)
6
Properties=species:S:1:pos:R:3:nbo_charge:R:1 method="wB97M-V/def2-TZVPD" molar_mass_g_mol=36.03 total_charge=0 smiles=O.O
O 3.622 2.303 1.017 -0.940
H 3.311 1.652 1.685 0.469
H 4.388 1.865 0.582 0.470
O 0.820 -0.331 -5.586 -0.940
H 0.472 -0.617 -4.711 0.470
H 0.094 -0.530 -6.219 0.470

(2)
6
Properties=species:S:1:pos:R:3:nbo_charge:R:1 method="wB97M-V/def2-TZVPD" molar_mass_g_mol=36.03 total_charge=0 smiles=O.O
H -1.081 -1.275 0.758 0.490
H 0.274 -1.673 0.218 0.487
H 0.237 0.228 0.046 0.476
H 0.207 1.534 -0.870 0.457
O -0.508 -1.054 -0.008 -0.908
O 0.554 1.202 -0.011 -1.002

Least stable: (2)

(1)
6
Properties=species:S:1:pos:R:3:nbo_charge:R:1 method="wB97M-V/def2-TZVPD" molar_mass_g_mol=36.03 total_charge=0 smiles=O.O
H 0.821 0.153 -0.111 0.487
H 0.797 -1.000 -1.097 0.456
H -1.061 -0.303 0.752 0.483
H -1.068 1.232 0.806 0.484
O 1.430 -0.555 -0.547 -0.968
O -0.919 0.473 0.196 -0.941

(2)
6
Properties=species:S:1:pos:R:3:nbo_charge:R:1 method="wB97M-V/def2-TZVPD" molar_mass_g_mol=36.03 total_charge=0 smiles=O.O
O 0.794 0.824 0.543 -0.943
H 0.810 0.654 1.490 0.480
H 1.527 0.312 0.187 0.477
O -1.420 -0.660 -0.653 -0.960
H -0.926 -1.024 -1.391 0.459
H -0.785 -0.106 -0.175 0.488

Least stable: (1)

(1)
6
Properties=species:S:1:pos:R:3:nbo_charge:R:1 method="wB97M-V/def2-TZVPD" molar_mass_g_mol=36.03 total_charge=0 smiles=O.O
O 0.536 -0.877 0.505 -0.928
H 1.258 -0.283 0.709 0.483
H -0.142 -0.660 1.144 0.475
O -0.489 0.789 -1.126 -0.963
H -1.042 1.077 -0.400 0.450
H -0.122 -0.045 -0.832 0.484

(2)
6
Properties=species:S:1:pos:R:3:nbo_charge:R:1 method="wB97M-V/def2-TZVPD" molar_mass_g_mol=36.03 total_charge=0 smiles=O.O
H -1.412 -0.644 0.587 0.478
H -1.468 0.719 -0.064 0.477
H 0.625 -0.295 -0.205 0.492
H 1.896 0.688 0.107 0.464
O -1.268 -0.203 -0.252 -0.934
O 1.626 -0.265 -0.174 -0.976

(3)
6
Properties=species:S:1:pos:R:3:nbo_charge:R:1 method="wB97M-V/def2-TZVPD" molar_mass_g_mol=36.03 total_charge=0 smiles=O.O
O -1.174 -0.544 0.165 -0.945
H -1.013 -0.723 -0.771 0.474
H -1.992 -0.032 0.184 0.478
O 1.589 0.759 0.235 -0.953
H 0.628 0.630 0.209 0.484
H 1.962 -0.091 -0.022 0.463

(4)
6
Properties=species:S:1:pos:R:3:nbo_charge:R:1 method="wB97M-V/def2-TZVPD" molar_mass_g_mol=36.03 total_charge=0 smiles=O.O
H -0.723 -0.781 -1.595 0.496
H -0.159 -1.564 -0.251 0.494
H 0.951 1.169 1.330 0.458
H -0.065 0.654 0.345 0.488
O -0.072 -0.817 -0.878 -0.974
O 0.067 1.338 1.048 -0.962

Least stable: (1)

(1)
6
Properties=species:S:1:pos:R:3:nbo_charge:R:1 method="wB97M-V/def2-TZVPD" molar_mass_g_mol=36.03 total_charge=0 smiles=O.O
H -0.125 0.774 -1.579 0.484
H 0.595 1.434 -0.396 0.487
H 0.293 -1.081 1.502 0.460
H -0.464 -0.604 0.178 0.491
O 0.283 0.591 -0.716 -0.943
O -0.582 -1.114 1.012 -0.980

(2)
6
Properties=species:S:1:pos:R:3:nbo_charge:R:1 method="wB97M-V/def2-TZVPD" molar_mass_g_mol=36.03 total_charge=0 smiles=O.O
H -0.395 1.340 0.028 0.458
H -1.845 1.661 0.243 0.465
H 0.907 -0.913 -0.184 0.462
H 0.903 -2.438 0.129 0.471
O -1.042 2.070 -0.059 -0.923
O 1.474 -1.720 -0.157 -0.933

Least stable: (2)

(1)
6
Properties=species:S:1:pos:R:3:nbo_charge:R:1 method="wB97M-V/def2-TZVPD" molar_mass_g_mol=36.03 total_charge=0 smiles=O.O
H 2.094 0.823 0.133 0.475
H 0.953 -0.204 -0.181 0.473
H -1.331 -0.724 0.212 0.465
H -2.695 -0.113 -0.072 0.474
O 1.880 -0.083 -0.006 -0.947
O -1.758 0.110 -0.005 -0.940

(2)
6
Properties=species:S:1:pos:R:3:nbo_charge:R:1 method="wB97M-V/def2-TZVPD" molar_mass_g_mol=36.03 total_charge=0 smiles=O.O
H 2.974 0.738 -0.080 0.460
H 2.439 -0.146 0.922 0.462
O 2.797 -0.187 0.015 -0.922
H -2.495 -0.594 -0.921 0.478
H -2.772 0.550 0.170 0.476
O -2.944 -0.361 -0.105 -0.954

(3)
6
Properties=species:S:1:pos:R:3:nbo_charge:R:1 method="wB97M-V/def2-TZVPD" molar_mass_g_mol=36.03 total_charge=0 smiles=O.O
H -0.624 -1.635 0.072 0.470
H -0.348 -1.785 -1.354 0.476
H 0.257 0.705 0.004 0.486
H 0.585 1.339 1.334 0.460
O -0.004 -1.318 -0.548 -0.941
O 0.020 1.490 0.541 -0.951

Least stable: (2)

(1)
6
Properties=species:S:1:pos:R:3:nbo_charge:R:1 method="wB97M-V/def2-TZVPD" molar_mass_g_mol=36.03 total_charge=0 smiles=O.O
O -0.383 -0.208 0.842 -0.953
H -0.750 -0.539 1.661 0.481
H 0.564 -0.292 0.951 0.479
O 0.328 0.307 -1.515 -0.954
H 0.314 1.097 -0.974 0.464
H -0.074 -0.366 -0.965 0.483

(2)
6
Properties=species:S:1:pos:R:3:nbo_charge:R:1 method="wB97M-V/def2-TZVPD" molar_mass_g_mol=36.03 total_charge=0 smiles=O.O
H -2.083 -0.479 0.690 0.483
H -1.347 0.813 -0.007 0.485
H 1.207 -0.543 -0.616 0.482
H 2.544 0.011 0.035 0.471
O -1.931 0.070 -0.123 -0.968
O 1.611 0.128 0.020 -0.953

Least stable: (2)